1.
Molecular formula: C19H36CuF6GeNO7S2Si
Method: DFT, ωB97M-V with the def2-TZVPD basis set

ORCA input file:
```
! RIJCOSX wB97M-V def2-TZVPD def2/J DEFGRID3
* xyz -1 2
H -1.8588 -3.1819 -1.6976
C -2.6324 0.6997 1.5680
O 1.2449 -0.1701 1.4236
H 3.0822 -0.8625 4.1675
S -0.2284 1.5236 -2.8758
O -1.2597 0.4015 1.3079
H 1.0930 4.5673 3.5729
H -2.6500 -0.4086 3.4311
H -3.0566 1.5337 -0.3814
H -2.0749 2.7728 1.5983
C 2.4370 -0.2963 2.1853
H -3.6742 2.4501 2.3163
C 3.4245 -1.1738 1.4188
O -2.6198 1.5446 -4.9753
O -1.5475 -0.6188 -5.5052
C 0.8118 3.4174 0.5677
C 2.1721 -0.8984 3.5644
H 1.3950 -0.3307 4.0811
H -0.5649 -3.6255 -2.8308
H 3.6111 4.7908 0.2128
H 1.0389 6.3129 3.2803
H -2.1873 2.0426 3.2029
C 0.0919 -2.4509 -1.1285
H 3.0183 -2.1803 1.2930
C -2.6503 2.0813 2.2146
C 3.2052 5.1738 1.1509
F -1.0251 3.8640 -1.8906
F 0.9247 3.9103 -2.8529
C -0.3020 3.3950 -2.8939
O 1.0123 1.1086 -2.2630
H 4.3797 -1.2490 1.9443
F -0.8810 3.7834 -4.0327
O -0.4675 -1.3583 -0.3854
H 0.6662 -4.5021 -0.7809
F -0.7192 2.7966 -6.8298
H -4.4697 0.8356 0.4327
H 2.2903 1.7437 2.8703
H -3.2625 -1.3230 2.0442
H -3.2341 -0.2180 -0.2903
C 1.3984 -2.0321 -1.7967
N -0.1723 1.1402 -4.3814
H 1.8474 -1.9382 3.4929
O -1.4223 1.1107 -2.1841
C 3.0054 1.1124 2.3412
C 0.6456 6.3960 0.0372
H 1.1343 -3.4026 0.5244
H 3.6020 -0.7485 0.4300
H -1.1868 -1.9706 -2.8028
C -0.9442 -2.8333 -2.1809
C -3.3990 0.7154 0.2510
H 3.6391 4.5899 1.9658
H -0.3778 5.3060 2.9386
H -4.2567 -0.0512 2.7736
F -1.6857 1.1433 -7.8377
H 1.0581 6.3094 -0.9703
F 0.3728 0.9648 -7.1953
H 1.9198 -2.9090 -2.1878
H -0.4407 6.3231 -0.0422
H 3.5288 6.2120 1.2650
C -3.2356 -0.3365 2.5122
C 0.7130 5.3404 2.9015
H -0.5552 -3.8945 0.3532
C 0.4490 2.3161 0.1928
C 0.3493 -3.6344 -0.1992
H 3.9489 1.0910 2.8941
Cu -0.0466 0.5394 -0.4495
H 3.1708 1.5582 1.3604
Si 1.3299 5.0482 1.1506
H 1.2192 -1.3446 -2.6226
Ge -0.3122 -1.1639 1.6323
C -0.8186 1.4677 -6.8712
S -1.4379 0.7905 -5.2718
H 2.0475 -1.5368 -1.0725
H 0.8974 7.3865 0.4259
*
```

Values from the calculation:
**HOMO (alpha / beta)**: -5.676 / -5.670 eV
**Energy above the lowest of the compared OMol25 structures with the same formula, charge and spin**: 81.7 kJ/mol
**E_LUMO (alpha / beta)**: 0.097 / 0.083 Ha
**Expectation value of S²**: 0.753

---

2.
Molecular formula: C19H36F4InO9S3
Method: DFT, ωB97M-V with the def2-TZVPD basis set

ORCA input file:
```
! RIJCOSX wB97M-V def2-TZVPD def2/J DEFGRID3
* xyz -1 1
H -2.0277 6.7076 -3.8451
H -1.6403 2.4375 4.7074
H 3.8609 1.7431 0.0811
C 3.0444 1.6177 -2.1082
H -1.8664 -7.7904 0.9361
H -3.0542 5.7978 -0.2843
C -0.0227 3.8302 2.9541
H -3.0854 3.3988 4.3786
H 3.4604 -1.7206 -2.2682
H -4.3173 6.9277 -4.3396
H 0.4164 -0.8329 -2.2206
F -0.5281 -3.0846 -2.9887
O -4.8741 7.8925 -1.9272
O -5.4538 5.4544 -1.5246
C -4.0885 6.0812 -3.6872
C 0.0262 -0.8871 -1.1186
H -1.7510 5.0989 3.2065
H -3.0934 2.7910 2.0635
O 2.4072 -7.4497 0.4046
In 1.8400 -0.2917 0.1816
C -2.1066 3.1136 3.9804
H 3.9263 -2.2261 1.0187
H -1.1759 5.2329 -2.0838
C 3.2458 -2.1189 0.0704
C -0.0394 -6.6107 0.8702
H 2.4998 -3.0492 0.0137
H 1.6380 -9.2253 2.1559
O 2.0133 -5.8504 2.3357
S -4.5556 6.4811 -2.0099
O -0.3552 -2.2300 -0.6544
C -2.5900 5.7854 -3.6545
C 5.5408 -1.4032 -1.2306
H 3.1919 0.4720 -2.4025
F 4.2782 2.3315 -2.5214
F -2.5667 -2.4665 -1.7182
H 2.0560 2.0225 -2.5969
H -2.3400 1.3228 2.7573
H -2.3126 5.0656 -4.4310
C -2.2554 5.2658 -2.2571
H 2.1713 2.5800 -0.2108
H -0.4814 -5.8322 1.4992
S 1.5939 -6.9538 1.4950
C -0.7848 -7.9280 1.0243
H -0.8856 4.7683 4.7175
H 0.6471 3.2198 3.5673
H 1.3039 -0.1503 1.9147
H -0.4678 -8.6323 0.2458
C -2.2446 2.4046 2.6342
C -1.1522 -2.9640 -1.6492
H -0.8210 -0.0986 -0.9453
C -0.3918 -8.4681 2.3985
F -1.2660 -4.3755 -1.1227
H -2.4352 7.1776 -1.2457
C 1.1246 -8.3342 2.5274
H 1.4245 -8.1345 3.5593
O 0.0458 1.5643 1.6125
H -0.8823 -7.8727 3.1782
C 2.8206 1.6394 -0.4796
H -0.7091 -9.5072 2.5308
O -1.1010 3.5749 0.5712
H 4.3009 -3.3213 -1.5608
H 6.0949 -0.6944 -3.0360
O 5.8977 -0.8329 -0.0749
H -4.6628 5.2045 -3.9991
C -2.9485 6.2123 -1.2883
C 4.0903 -2.1680 -1.3613
H -2.6495 4.2497 -2.1363
H 0.5368 4.6334 2.4716
H 0.0204 -6.2693 -0.1646
S -0.7522 2.7691 1.7223
C -1.2068 4.3301 3.7681
O 6.4254 -1.4251 -2.4064
*
```

Values from the calculation:
**HOMO**: -4.481 eV
**E_LUMO**: 0.075 Ha